Entry 1:
C35H33As2F6HfN2O12PS2Se | ωB97M-V with the def2-TZVPD basis set

ORCA input file:
```
! wB97M-V def2-TZVPD RIJCOSX def2/J DEFGRID3
* xyz 2 1
Hf 0.323 0.828 -0.570
F 3.918 3.192 -4.183
C 3.109 2.299 -3.686
F 2.276 1.846 -4.616
F 3.786 1.295 -3.156
S 2.074 3.070 -2.334
O 1.772 1.876 -1.469
O 2.816 4.091 -1.704
N 0.768 3.535 -3.046
S -0.613 2.807 -3.000
O -1.645 3.560 -2.365
O -0.470 1.406 -2.494
C -1.098 2.629 -4.791
F -2.408 2.594 -4.840
F -0.620 3.653 -5.453
F -0.582 1.492 -5.239
Se -0.738 -2.400 2.791
C 0.026 -1.223 1.827
N 0.461 -0.297 1.216
C 6.230 0.006 -0.043
C 5.147 0.705 0.468
C 3.859 0.312 0.137
C 3.636 -0.776 -0.706
C 4.732 -1.475 -1.207
C 6.021 -1.083 -0.878
P 1.924 -1.288 -1.102
C 1.723 -2.826 -0.155
C 0.756 -3.743 -0.569
C 0.597 -4.940 0.109
C 1.398 -5.227 1.207
C 2.359 -4.316 1.623
C 2.521 -3.114 0.947
C 1.962 -1.881 -2.821
C 1.429 -1.068 -3.821
C 1.519 -1.440 -5.155
C 2.137 -2.632 -5.496
C 2.637 -3.467 -4.504
C 2.547 -3.101 -3.171
H 7.238 0.311 0.209
H 5.308 1.556 1.119
H 3.025 0.869 0.537
H 4.590 -2.321 -1.865
H 6.864 -1.629 -1.281
H 0.156 -3.534 -1.449
H -0.141 -5.659 -0.227
H 1.277 -6.164 1.737
H 2.992 -4.543 2.470
H 3.287 -2.415 1.264
H 0.933 -0.146 -3.556
H 1.102 -0.800 -5.923
H 2.220 -2.919 -6.536
H 3.097 -4.411 -4.770
H 2.907 -3.771 -2.400
C 2.198 1.897 3.354
O 0.764 1.684 3.249
C 0.182 1.817 2.125
O 0.789 2.237 1.080
C -1.298 1.581 2.037
C -2.094 1.015 2.952
As -3.921 0.159 2.689
C -4.932 1.455 3.768
C -4.177 1.059 0.975
C -3.106 0.912 0.157
As -1.768 2.344 0.199
C -2.294 3.999 1.063
C -2.477 -0.358 -0.196
O -1.328 -0.457 -0.714
O -3.248 -1.394 -0.125
C -2.769 -2.657 -0.659
C -5.096 2.235 0.680
O -4.684 3.236 0.164
O -6.379 2.104 0.972
C -7.041 0.840 1.167
C -1.756 0.877 4.429
O -1.140 1.679 5.068
O -2.352 -0.205 4.944
C -2.192 -0.418 6.366
H 2.465 1.529 4.336
H 2.412 2.958 3.268
H 2.716 1.342 2.579
H -4.597 1.358 4.798
H -5.989 1.206 3.730
H -4.782 2.479 3.432
H -2.974 3.798 1.877
H -2.749 4.647 0.325
H -1.363 4.429 1.429
H -3.633 -3.309 -0.671
H -1.993 -3.057 -0.008
H -2.381 -2.513 -1.664
H -7.801 1.000 1.924
H -6.365 0.048 1.477
H -7.522 0.559 0.234
H -2.990 -1.090 6.659
H -2.255 0.526 6.898
H -1.224 -0.875 6.554
*
```

Output
Molar mass ... 1290.04 g/mol
LUMO level ... -7.00 eV
DFT total energy ... -299960.1414 eV
Kohn-Sham gap ... 6.7 eV



Entry 2:
C35H33CdClN4S2Si2 | ωB97M-V with the def2-TZVPD basis set

ORCA input file:
```
! wB97M-V def2-TZVPD RIJCOSX def2/J DEFGRID3
* xyz 0 1
C -1.037 -0.656 1.607
C -1.598 -0.040 0.469
C -1.263 -0.844 -0.686
H -2.249 0.837 0.466
C -0.516 -1.984 -0.203
C -0.370 -1.844 1.195
H 0.106 -2.558 1.862
H -1.151 -0.317 2.638
H -1.729 -0.774 -1.672
H -0.189 -2.832 -0.810
Cd 0.762 0.334 -0.974
Si 0.235 0.158 -7.164
C 0.572 1.748 -8.073
C 1.864 2.059 -8.531
H 2.704 1.400 -8.291
C 2.070 3.211 -9.300
H 3.072 3.446 -9.662
C 0.999 4.053 -9.618
H 1.160 4.930 -10.248
C -0.273 3.770 -9.113
H -1.107 4.434 -9.343
C -0.481 2.644 -8.314
H -1.462 2.446 -7.877
C 0.926 -1.319 -8.079
C 0.400 -1.448 -9.374
H -0.330 -0.717 -9.734
C 0.797 -2.508 -10.192
H 0.369 -2.604 -11.188
C 1.739 -3.433 -9.734
H 2.062 -4.241 -10.389
C 2.252 -3.324 -8.437
H 2.974 -4.064 -8.081
C 1.838 -2.280 -7.598
H 2.234 -2.203 -6.582
H -1.228 -0.026 -7.147
Si 1.029 0.239 -4.914
C -0.017 -1.270 -4.425
C -1.382 -1.399 -4.757
H -1.958 -0.541 -5.117
C -2.022 -2.642 -4.711
H -3.062 -2.719 -5.034
C -1.333 -3.770 -4.266
H -1.802 -4.757 -4.289
C -0.032 -3.619 -3.775
H 0.496 -4.478 -3.356
C 0.608 -2.378 -3.833
H 1.628 -2.285 -3.454
C 0.096 1.819 -4.508
C -1.089 1.696 -3.761
H -1.326 0.754 -3.256
C -2.024 2.729 -3.725
H -2.974 2.576 -3.208
C -1.761 3.931 -4.381
H -2.522 4.709 -4.417
C -0.514 4.126 -4.978
H -0.276 5.088 -5.435
C 0.422 3.091 -5.013
H 1.392 3.253 -5.489
H 2.447 0.169 -5.317
Cl 2.382 0.306 -2.840
N -0.807 3.273 0.216
C 0.103 2.750 1.059
N 0.931 1.765 0.772
C 1.653 1.343 1.895
C 1.387 2.088 3.027
S 0.173 3.284 2.730
C 2.430 0.148 1.752
C 3.095 -0.598 2.708
S 3.689 -2.081 2.041
C 3.058 -1.599 0.481
N 2.418 -0.450 0.496
N 3.205 -2.373 -0.617
H -1.323 4.079 0.550
H -0.748 3.095 -0.780
H 1.895 1.922 3.971
H 3.216 -0.276 3.738
H 3.840 -3.155 -0.518
H 3.124 -1.930 -1.529
*
```

Output
Molar mass ... 777.85 g/mol
LUMO level ... -0.05 eV
DFT total energy ... -97304.4183 eV
Kohn-Sham gap ... 6.9 eV



Entry 3:
C35H33ClN4S2Si2Ti | ωB97M-V with the def2-TZVPD basis set

ORCA input file:
```
! wB97M-V def2-TZVPD RIJCOSX def2/J DEFGRID3
* xyz 1 2
C -1.326 -0.852 4.336
C -1.634 -0.155 3.133
C -1.385 -1.039 2.031
H -2.045 0.848 3.051
C -0.924 -2.286 2.572
C -0.874 -2.155 3.987
H -0.635 -2.958 4.683
H -1.455 -0.475 5.349
H -1.605 -0.830 0.984
H -0.774 -3.205 2.015
Ti 0.547 -0.653 2.901
Si 1.845 2.211 -0.999
C 0.210 3.072 -0.843
C 0.385 4.467 -0.939
H 1.407 4.875 -0.945
C -0.700 5.340 -0.965
H -0.537 6.422 -1.038
C -1.998 4.802 -0.879
H -2.856 5.482 -0.890
C -2.189 3.412 -0.783
H -3.208 3.008 -0.726
C -1.099 2.536 -0.768
H -1.258 1.450 -0.754
C -0.538 -1.647 -1.369
C -1.928 -1.721 -1.561
H -2.446 -0.849 -1.971
C -2.593 -2.915 -1.270
H -3.665 -2.993 -1.434
C -1.875 -4.015 -0.793
H -2.381 -4.975 -0.654
C -0.515 -3.888 -0.494
H 0.024 -4.713 -0.026
C 0.159 -2.709 -0.765
H 1.221 -2.619 -0.565
H 1.485 0.816 -0.450
Si 0.493 -0.573 -2.456
C 0.928 -1.762 -3.804
C 0.092 -1.867 -4.929
H -0.509 -1.014 -5.259
C -0.021 -3.108 -5.571
H -0.752 -3.229 -6.371
C 0.794 -4.178 -5.186
H 0.671 -5.160 -5.649
C 1.776 -3.990 -4.201
H 2.486 -4.777 -3.947
C 1.832 -2.790 -3.489
H 2.514 -2.684 -2.647
C -0.028 0.971 -3.454
C -1.368 1.181 -3.806
H -2.114 0.397 -3.637
C -1.763 2.406 -4.356
H -2.822 2.582 -4.540
C -0.819 3.387 -4.668
H -1.139 4.359 -5.059
C 0.539 3.094 -4.497
H 1.290 3.814 -4.814
C 0.946 1.894 -3.907
H 2.019 1.683 -3.797
H 2.878 3.080 -0.371
Cl 2.190 -1.348 1.565
N -0.636 2.644 2.498
C 0.167 2.432 3.556
N 0.786 1.267 3.822
C 1.417 1.302 5.083
C 1.373 2.540 5.681
S 0.423 3.651 4.773
C 1.927 0.065 5.565
C 2.752 -0.253 6.642
S 3.102 -1.951 6.723
C 2.138 -2.173 5.244
N 1.612 -1.056 4.769
N 2.065 -3.365 4.620
H -1.017 3.577 2.421
H -0.508 2.125 1.633
H 1.899 2.758 6.604
H 3.113 0.457 7.369
H 2.507 -4.150 5.067
H 1.933 -3.328 3.620
*
```

Output
Molar mass ... 713.30 g/mol
LUMO level (spin up / spin down) ... -3.44 / -3.44 eV
DFT total energy ... -115848.0911 eV
Expectation value of S² ... 0.75
Kohn-Sham gap (spin up / spin down) ... 4.6 / 4.6 eV



Entry 4:
C35H33CoN5P2Se | ωB97M-V with the def2-TZVPD basis set

ORCA input file:
```
! wB97M-V def2-TZVPD RIJCOSX def2/J DEFGRID3
* xyz 3 5
Co -0.660 0.721 -1.029
C 2.594 -0.267 2.089
N 1.404 -0.316 1.205
P 1.425 -0.513 -0.536
C 3.005 0.027 -1.177
C 4.173 -0.645 -0.791
C 5.388 -0.286 -1.342
C 5.445 0.719 -2.302
C 4.286 1.357 -2.722
C 3.066 1.015 -2.159
C 1.389 -2.298 -0.761
C 1.555 -3.198 0.289
C 1.518 -4.563 0.040
C 1.317 -5.027 -1.253
C 1.164 -4.131 -2.305
C 1.199 -2.770 -2.062
P -0.146 -0.327 1.758
C -0.320 -0.744 3.456
C 0.108 -2.005 3.901
C -0.013 -2.329 5.236
C -0.570 -1.412 6.125
C -1.015 -0.170 5.683
C -0.902 0.169 4.349
C -0.967 1.216 1.334
C -2.369 1.247 1.193
C -3.021 2.465 1.113
C -2.293 3.647 1.196
C -0.910 3.629 1.337
C -0.238 2.422 1.401
H 2.959 -1.266 2.326
H 2.330 0.246 3.012
H 3.377 0.292 1.582
H 4.129 -1.463 -0.082
H 6.291 -0.800 -1.042
H 6.396 0.989 -2.740
H 4.332 2.112 -3.494
H 2.160 1.489 -2.519
H 1.743 -2.841 1.294
H 1.663 -5.264 0.850
H 1.295 -6.091 -1.445
H 1.023 -4.497 -3.313
H 1.088 -2.078 -2.891
H 0.513 -2.724 3.200
H 0.313 -3.297 5.591
H -0.665 -1.672 7.171
H -1.445 0.531 6.384
H -1.246 1.136 4.005
H -2.929 0.319 1.161
H -4.098 2.498 1.013
H -2.813 4.596 1.165
H -0.361 4.558 1.411
H 0.839 2.397 1.519
C -1.382 5.633 -3.480
N -0.765 4.548 -2.715
C 0.506 4.546 -2.205
C 0.689 3.327 -1.635
N -0.461 2.576 -1.793
C -1.312 3.361 -2.451
H -0.940 6.576 -3.168
H -2.449 5.659 -3.275
H -1.209 5.483 -4.543
H 1.160 5.396 -2.296
H 1.553 2.955 -1.111
H -2.319 3.118 -2.740
Se -3.484 0.571 -2.885
N -2.251 -0.251 -1.836
C -2.784 -1.405 -1.418
C -2.179 -2.374 -0.578
C -2.892 -3.489 -0.252
C -4.220 -3.725 -0.721
C -4.837 -2.833 -1.532
C -4.133 -1.645 -1.898
N -4.653 -0.713 -2.668
H -1.156 -2.259 -0.250
H -2.433 -4.244 0.374
H -4.719 -4.636 -0.424
H -5.837 -2.979 -1.919
*
```

Output
Molar mass ... 723.53 g/mol
LUMO level (spin up / spin down) ... -8.84 / -10.80 eV
DFT total energy ... -165807.2310 eV
Expectation value of S² ... 6.02
Kohn-Sham gap (spin up / spin down) ... 7.7 / 5.9 eV



Entry 5:
C35H33F5NOPtS2 | ωB97M-V with the def2-TZVPD basis set

ORCA input file:
```
! wB97M-V def2-TZVPD RIJCOSX def2/J DEFGRID3
* xyz -1 3
Pt -0.529 0.722 0.469
C 6.212 -1.237 1.198
C 4.866 -1.708 1.773
C 4.122 -2.473 0.677
C 5.114 -2.669 2.941
C 4.073 -0.496 2.267
C 4.604 0.305 3.287
C 3.923 1.424 3.737
C 2.692 1.731 3.186
S 1.662 3.091 3.588
C 0.493 2.524 2.426
N 0.864 1.362 1.787
C 2.108 0.926 2.192
C 2.842 -0.168 1.721
C -0.742 3.084 2.111
C -1.284 4.286 2.621
C -2.559 4.669 2.251
C -3.320 3.892 1.372
C -2.783 2.717 0.838
C -1.508 2.324 1.183
H 6.787 -2.090 0.822
H 6.813 -0.725 1.952
H 6.045 -0.542 0.372
H 4.722 -3.330 0.358
H 3.946 -1.845 -0.201
H 3.159 -2.847 1.036
H 5.642 -3.561 2.589
H 4.166 -2.983 3.384
H 5.717 -2.207 3.725
H 5.564 0.061 3.728
H 4.344 2.052 4.515
H 2.425 -0.757 0.923
H -0.697 4.893 3.301
H -2.977 5.587 2.649
H -4.319 4.202 1.093
H -3.372 2.133 0.138
F 2.123 -4.368 -3.806
C 1.605 -3.741 -2.749
C 1.744 -2.379 -2.599
F 2.415 -1.679 -3.516
C 1.212 -1.744 -1.494
F 1.435 -0.430 -1.393
C 0.507 -2.415 -0.495
S -0.157 -1.715 0.955
C 0.385 -3.793 -0.693
F -0.265 -4.531 0.213
C 0.926 -4.449 -1.778
F 0.797 -5.775 -1.900
C -1.460 3.349 -2.200
C -1.959 2.332 -3.232
C -0.786 1.523 -3.803
C -3.092 1.457 -2.712
C -4.317 1.570 -3.356
C -5.415 0.819 -2.977
C -5.272 -0.064 -1.924
C -4.074 -0.218 -1.226
C -4.059 -1.328 -0.182
C -3.657 -0.912 1.229
C -3.227 -2.507 -0.714
C -2.945 0.547 -1.626
O -1.723 0.413 -1.104
H -0.783 4.065 -2.677
H -0.914 2.854 -1.402
H -2.287 3.902 -1.751
H -2.390 2.902 -4.060
H -0.300 0.956 -3.013
H -0.045 2.196 -4.247
H -1.125 0.826 -4.573
H -4.402 2.259 -4.191
H -6.361 0.910 -3.499
H -6.119 -0.675 -1.628
H -5.095 -1.668 -0.104
H -2.631 -0.570 1.286
H -3.757 -1.764 1.908
H -4.298 -0.104 1.593
H -2.254 -2.159 -1.063
H -3.741 -2.974 -1.560
H -3.059 -3.264 0.057
*
```

Output
Molar mass ... 837.86 g/mol
LUMO level (spin up / spin down) ... 2.45 / 0.56 eV
DFT total energy ... -78874.2362 eV
Expectation value of S² ... 2.02
Kohn-Sham gap (spin up / spin down) ... 5.0 / 5.7 eV



Entry 6:
C35H33F6N3O5P2S2Ti | ωB97M-V with the def2-TZVPD basis set

ORCA input file:
```
! wB97M-V def2-TZVPD RIJCOSX def2/J DEFGRID3
* xyz 1 2
Ti -0.751 -0.856 0.471
C 1.883 1.811 -0.345
C 2.826 0.783 -1.008
P 2.277 -0.896 -0.464
C 3.561 -1.108 0.773
C 3.283 -0.810 2.119
C 4.202 -1.126 3.154
C 5.420 -1.699 2.839
C 5.656 -2.046 1.508
C 4.787 -1.652 0.487
C 2.703 -2.084 -1.730
C 2.416 -1.805 -3.052
C 2.439 -2.786 -4.032
C 2.848 -4.098 -3.668
C 3.228 -4.376 -2.332
C 3.194 -3.356 -1.403
P 0.056 1.548 -0.631
C -0.629 3.046 0.020
C 0.069 3.830 0.963
C -0.398 5.125 1.284
C -1.563 5.661 0.708
C -2.248 4.846 -0.185
C -1.778 3.586 -0.578
C -0.057 1.614 -2.449
C 0.992 2.283 -3.045
C 1.206 2.170 -4.425
C 0.292 1.507 -5.216
C -0.841 0.897 -4.625
C -1.033 0.953 -3.250
H 2.290 2.791 -0.552
H 1.931 1.538 0.726
H 3.856 0.918 -0.631
H 2.862 0.807 -2.089
H 2.303 -0.401 2.456
H 3.916 -0.817 4.182
H 6.089 -1.961 3.638
H 6.432 -2.741 1.266
H 5.040 -1.866 -0.542
H 2.265 -0.761 -3.323
H 2.111 -2.630 -5.027
H 2.851 -4.935 -4.386
H 3.531 -5.373 -2.032
H 3.319 -3.596 -0.355
H 0.881 3.327 1.524
H 0.240 5.711 1.977
H -1.983 6.593 1.140
H -3.164 5.187 -0.616
H -2.223 2.997 -1.432
H 1.724 2.819 -2.434
H 2.103 2.562 -4.889
H 0.442 1.501 -6.289
H -1.616 0.410 -5.157
H -1.906 0.450 -2.862
N -7.769 0.481 -0.659
C -7.080 -0.593 -1.147
O -7.615 -1.534 -1.720
C -5.633 -0.545 -0.821
C -5.143 0.111 0.279
C -3.797 0.030 0.619
N -2.818 -0.621 -0.071
C -3.310 -1.296 -1.148
C -4.601 -1.137 -1.572
H -8.686 0.551 -1.080
H -7.324 1.329 -0.402
H -5.756 0.675 0.976
H -3.475 0.385 1.623
H -2.590 -1.873 -1.716
H -4.764 -1.420 -2.621
F -2.482 -2.241 5.203
C -1.794 -2.665 4.124
F -0.897 -3.633 4.498
F -2.648 -3.183 3.257
S -0.762 -1.045 3.212
O -1.522 -0.084 2.319
O -0.101 -1.917 2.065
N 0.601 -0.430 3.809
S 0.566 0.200 5.300
O -0.728 0.096 5.988
O 1.756 -0.202 6.041
C 0.970 2.027 4.819
F 0.857 2.694 6.051
F 0.088 2.569 3.973
F 2.160 2.326 4.320
C -0.838 -2.840 -0.385
H 0.278 -2.972 -0.464
H -1.316 -3.201 -1.310
H -1.159 -3.539 0.455
*
```

Output
Molar mass ... 863.60 g/mol
LUMO level (spin up / spin down) ... -4.82 / -4.81 eV
DFT total energy ... -131197.1790 eV
Expectation value of S² ... 0.76
Kohn-Sham gap (spin up / spin down) ... 6.2 / 6.2 eV